Record 1
Here is C25H33ClIrN6O5 as an isolated structure at a distorted geometry from the OMol25 dataset. Energies are from ωB97M-V with the def2-TZVPD basis set.

Last column: Mulliken spin population.
Atoms and positions in Å:
Ir 0.0665 0.0369 -0.6312  0.761
O 1.8302 0.4132 0.7200  0.238
N 1.6850 1.1385 1.7458  0.049
N 0.5859 1.7464 1.8524  -0.009
O -0.3518 1.6417 0.9462  0.021
C 0.3529 2.5441 3.0133  0.006
C 1.2896 2.5679 4.0463  -0.004
C 1.0180 3.3194 5.1732  0.002
C -0.1708 4.0326 5.2727  -0.004
C -1.0857 4.0171 4.2298  0.002
C -0.8293 3.2703 3.0941  -0.002
H 2.1970 1.9915 3.9576  0.000
H 1.7325 3.3437 5.9831  0.000
H -0.3865 4.5958 6.1697  0.000
H -2.0000 4.5880 4.3041  0.000
H -1.5289 3.2377 2.2718  0.000
N -0.3257 -1.7073 -2.1207  -0.014
C -1.5047 -2.5891 -2.0228  0.008
C -2.8052 -1.8119 -1.9470  -0.012
C -3.0692 -1.3081 -0.5399  0.004
N -2.2292 -0.1511 -0.2213  0.025
H -0.3425 -1.2402 -3.0242  -0.001
H 0.5093 -2.2872 -2.1009  0.000
H -1.3944 -3.2033 -1.1276  -0.002
H -1.5304 -3.2587 -2.8856  -0.002
H -3.6198 -2.4673 -2.2530  0.000
H -2.7836 -0.9677 -2.6429  0.003
H -2.8630 -2.1048 0.1770  -0.002
H -4.1255 -1.0441 -0.4438  -0.001
H -2.2269 0.0176 0.7826  -0.002
H -2.5966 0.6881 -0.6643  0.002
C 0.6659 -3.4016 1.1354  -0.002
C -0.3222 -2.4403 1.7224  0.005
O -0.3514 -1.2596 1.3619  0.022
C -1.2808 -2.9265 2.7254  0.004
C -1.2995 -4.2567 3.1587  0.000
C -2.2695 -4.6837 4.0474  0.000
C -3.2256 -3.7957 4.5212  0.000
C -3.1974 -2.4631 4.1245  0.000
C -2.2305 -2.0327 3.2395  0.000
H 1.2608 -2.8945 0.3768  0.002
H 0.1621 -4.2638 0.6988  0.000
H 1.3329 -3.7722 1.9145  0.000
H -0.5678 -4.9659 2.7981  0.000
H -2.2805 -5.7142 4.3735  0.000
H -3.9914 -4.1400 5.2024  0.000
H -3.9271 -1.7652 4.5108  0.000
H -2.1931 -0.9975 2.9269  0.000
O 0.9805 3.6104 -4.0840  0.000
C 2.3608 3.6585 -4.3898  0.000
N 2.7213 2.7721 -5.4682  0.000
C 2.9880 1.4448 -5.3812  -0.001
O 3.1726 0.7328 -6.3413  0.000
C 3.0658 0.8389 -3.9994  0.001
C 4.2488 0.2516 -3.5631  -0.003
C 4.2564 -0.4075 -2.3441  0.002
C 3.0829 -0.4756 -1.6141  -0.009
N 1.9460 0.0811 -2.0387  0.061
C 1.9381 0.7313 -3.2048  -0.011
H 0.4784 4.0995 -4.7450  0.000
H 2.8803 3.3588 -3.4810  0.000
H 2.6696 4.6688 -4.6586  0.000
H 2.6624 3.1207 -6.4157  0.000
H 5.1401 0.3130 -4.1728  0.000
H 5.1544 -0.8739 -1.9665  0.000
H 3.0551 -0.9738 -0.6551  0.001
H 1.0107 1.1910 -3.5160  -0.003
Cl -1.9486 2.7898 -1.1306  -0.020
C -0.7122 1.8858 -1.9106  -0.118
H 0.1658 2.5016 -2.0697  0.005
H -1.0995 1.4036 -2.8022  -0.002

Values from the calculation:
spin multiplicity	2
net charge	+2
LUMO level (alpha / beta)	-0.2665 / -0.2688	Eh
<S²>	0.7799
Kohn-Sham gap (alpha / beta)	6.41 / 6.29	eV

Record 2
Here is C25H33DyO2S as an isolated structure at a distorted geometry from the OMol25 dataset. Energies are from ωB97M-V with the def2-TZVPD basis set.

Last column: Mulliken spin population.
Atoms and positions in Å:
O -0.3104 -1.9971 0.0362  0.039
C -1.6991 -2.3681 0.4609  0.002
C -1.3455 -3.8201 0.6182  0.000
H -2.3330 -2.2183 -0.4107  -0.001
H -2.0736 -1.8187 1.3311  -0.004
C -0.0615 -3.4658 -0.1540  -0.006
H -2.0087 -4.5543 0.1567  0.000
H -1.1555 -4.0482 1.6692  0.000
C -0.0808 -3.7515 -1.6425  0.000
H -0.9354 -3.2431 -2.1069  0.000
H -0.0726 -4.8385 -1.8560  0.000
H 0.8272 -3.3260 -2.0576  0.000
C 1.2166 -3.9714 0.4959  0.002
H 1.1180 -3.9793 1.5856  0.000
H 2.0897 -3.3703 0.1953  0.000
H 1.3797 -5.0235 0.1786  0.000
Dy 0.1409 0.4462 0.0683  4.984
C 1.1732 0.5241 2.5734  -0.001
C 0.0802 1.4191 2.6537  0.010
C -1.1224 0.6534 2.6517  -0.010
H 0.1279 2.4842 2.8839  0.001
C -0.7472 -0.7140 2.6948  -0.003
C 0.6586 -0.7989 2.5274  -0.024
H 1.2636 -1.7213 2.5452  0.000
H 2.2322 0.7721 2.6904  0.005
H -2.1395 1.0574 2.7794  0.000
H -1.3874 -1.5401 3.0217  0.001
C 2.6413 1.0294 -0.2123  0.013
C 2.6645 -0.3789 0.0306  -0.019
C 2.0842 -1.0155 -1.1000  -0.023
H 3.1820 -0.8717 0.8635  0.002
C 1.5881 0.0007 -1.9846  0.015
C 1.9549 1.2697 -1.4332  -0.010
H 1.8280 2.2359 -1.9176  0.000
H 3.2280 1.7555 0.3496  0.000
H 2.2454 -2.0626 -1.3571  -0.001
H 1.1082 -0.1582 -2.9586  -0.001
O -2.2883 -0.7942 -1.7886  0.014
C -3.2366 -1.8459 -2.3152  0.001
C -4.5439 -1.2130 -2.8000  0.000
H -3.5661 -2.5333 -1.5143  0.000
H -2.7496 -2.4243 -3.1034  0.000
C -4.3643 0.2815 -2.5648  0.001
H -5.3615 -1.6259 -2.1762  0.000
H -4.7391 -1.4633 -3.8503  0.000
C -3.0807 0.4284 -1.7321  -0.001
H -5.2074 0.6764 -1.9990  0.000
H -4.2421 0.7534 -3.5432  0.000
H -3.3369 0.5283 -0.6649  0.002
H -2.4495 1.2789 -2.0331  0.000
S 0.2016 3.3237 0.2324  0.013
C 1.5479 4.2239 0.7866  -0.002
C 1.7152 5.5823 0.3884  0.001
C 2.8426 6.3002 0.7901  -0.001
C 3.8284 5.6967 1.5788  0.001
C 3.6666 4.3764 2.0116  -0.001
C 2.5254 3.6717 1.6615  0.002
H 0.9444 6.0310 -0.2346  0.000
H 2.9822 7.3445 0.4932  0.000
H 4.7178 6.2603 1.8500  0.000
H 4.4313 3.8929 2.6188  0.000
H 2.4029 2.6571 2.0382  -0.002

Values from the calculation:
spin multiplicity	6
net charge	0
LUMO level (alpha / beta)	0.0041 / 0.0040	Eh
<S²>	9.3679
Kohn-Sham gap (alpha / beta)	6.39 / 6.41	eV

Record 3
Here is C25H33EuO2 as an isolated structure at a distorted geometry from the OMol25 dataset. Energies are from ωB97M-V with the def2-TZVPD basis set.

Last column: Mulliken spin population.
Atoms and positions in Å:
O 0.1732 -0.1466 -5.3022  0.000
C 0.0054 1.1515 -5.9674  0.000
C -0.2330 0.5474 -7.3544  0.000
H 0.9236 1.7522 -5.9065  0.000
H -0.8645 1.6976 -5.5769  0.000
C -0.0163 -0.7937 -6.5929  0.000
H 0.5455 0.7767 -8.0860  0.000
H -1.2478 0.6806 -7.7376  0.000
C 1.2120 -1.5324 -7.0829  0.000
H 2.0867 -0.8751 -7.1299  0.000
H 1.0133 -1.9127 -8.0935  0.000
H 1.4325 -2.3874 -6.4344  0.000
C -1.2314 -1.6950 -6.6153  0.000
H -2.1338 -1.1540 -6.3116  0.000
H -1.0779 -2.5526 -5.9503  0.000
H -1.3779 -2.0724 -7.6350  0.000
Eu -0.1693 -0.2143 2.6199  5.107
C -2.5130 -0.8931 3.9163  -0.025
C -2.3639 0.5115 4.1094  0.019
C -2.5414 1.1627 2.8488  0.008
H -2.1764 1.0114 5.0584  -0.003
C -2.8401 0.1529 1.8798  -0.020
C -2.8126 -1.1163 2.5368  0.009
H -3.0415 -2.0805 2.0779  0.004
H -2.4569 -1.6597 4.6918  0.002
H -2.5042 2.2412 2.6687  0.006
H -3.1288 0.3284 0.8434  0.002
C 0.9533 -2.1339 4.1969  -0.002
C 0.1279 -2.8757 3.2960  -0.017
C 0.6929 -2.7673 1.9889  0.018
H -0.7558 -3.4568 3.5684  0.001
C 1.8747 -1.9636 2.0803  -0.037
C 2.0357 -1.5780 3.4483  0.026
H 2.8517 -0.9802 3.8568  -0.007
H 0.7978 -2.0343 5.2724  0.006
H 0.3168 -3.2478 1.0848  0.004
H 2.5576 -1.7361 1.2577  -0.004
O 0.0601 0.1365 0.3177  0.015
C -0.3736 -0.7697 -0.7878  0.007
C -0.6692 0.1605 -1.9598  0.001
H -1.2552 -1.3279 -0.4283  -0.003
H 0.4619 -1.4608 -0.9821  0.001
C 0.2021 1.3994 -1.6876  0.002
H -1.7348 0.4356 -1.9005  -0.001
H -0.4645 -0.2759 -2.9429  -0.001
C 0.1914 1.5358 -0.1702  0.013
H -0.1526 2.2932 -2.2066  0.000
H 1.2322 1.1830 -2.0118  0.000
H -0.6861 2.0945 0.2037  0.004
H 1.1236 1.9525 0.2436  -0.010
C 2.2127 2.9303 6.0899  -0.035
C 1.4131 1.8970 6.5907  0.064
C 0.7027 1.0490 5.6913  0.040
C 0.8404 1.3039 4.3546  0.718
C 1.6217 2.2861 3.8030  -0.050
C 2.3320 3.1273 4.7087  0.069
H 2.7461 3.5898 6.7780  0.001
H 1.3336 1.7400 7.6669  0.006
H 0.0801 0.2261 6.0621  0.030
H 1.7038 2.4108 2.7146  0.024
H 2.9645 3.9286 4.3279  0.006

Values from the calculation:
spin multiplicity	7
net charge	0
LUMO level (alpha / beta)	0.0136 / -0.0535	Eh
<S²>	12.0474
Kohn-Sham gap (alpha / beta)	6.54 / 2.87	eV

Computed relative energy (zero: lowest compared OMol25 entry of this formula, charge and spin) (eV) in order:
2.739 0.969 2.545